Entry from the OMol25 dataset: 2 unconnected molecules or ions with the total composition C10H18N3O at a distorted geometry (ωB97M-V with the def2-TZVPD basis set).

Values from the calculation:
- Gap between HOMO and LUMO: 8.7 eV
- Energy above the lowest of the compared OMol25 structures with the same formula, charge and spin: 245.7 kJ/mol
- Total charge: +1
- Calculated total energy: -631.078714 a.u.
- HOMO energy: -11.8 eV

Geometry (Å):
C  -1.626  -2.164  -2.500
C  -2.147  0.488  0.142
C  -2.116  -0.269  -1.030
C  -1.668  -0.119  1.388
C  -1.401  -1.448  -1.124
C  -0.800  -1.205  1.239
C  -0.660  -1.807  -0.023
O  -1.924  0.571  2.536
H  -2.596  1.439  0.164
H  -2.763  0.043  -1.883
H  -1.567  0.287  3.408
H  -0.185  -1.643  2.006
H  -0.797  -2.635  -2.984
H  -1.867  -1.369  -3.206
H  -0.078  -2.713  0.085
H  -2.408  -2.902  -2.666
C  2.387  0.178  0.485
C  3.150  -0.047  1.833
C  0.587  1.639  -0.295
N  1.360  1.144  0.622
N  -0.237  2.741  0.055
N  0.688  1.122  -1.553
H  3.317  0.417  -0.175
H  2.151  -0.896  0.085
H  3.947  -0.855  1.799
H  2.475  -0.326  2.591
H  1.328  1.529  1.550
H  -0.131  3.601  -0.497
H  -1.244  2.572  0.119
H  1.071  0.173  -1.837
H  0.107  1.537  -2.322
H  3.645  0.917  1.989

=====

Entry from the OMol25 dataset: 2 unconnected molecules or ions with the total composition C5H9NO at a distorted geometry (ωB97M-V with the def2-TZVPD basis set).

Values from the calculation:
- Gap between HOMO and LUMO (alpha / beta): 8.9 / 7.8 eV
- Energy above the lowest of the compared OMol25 structures with the same formula, charge and spin: 691.1 kJ/mol
- Total charge: 0
- Calculated total energy: -325.674324 a.u.
- HOMO energy (alpha / beta): -9.3 / -8.7 eV

Geometry (Å):
C  1.392  0.060  -1.910
N  0.805  0.311  -0.606
C  1.189  -0.512  0.472
C  -0.263  -0.547  -0.289
C  -1.367  -0.222  0.617
O  -2.275  -1.019  0.814
C  -1.343  1.128  1.271
H  2.309  0.632  -1.991
H  0.685  0.372  -2.680
H  1.622  -1.009  -2.019
H  0.302  -2.251  0.818
H  1.253  -0.043  1.455
H  -0.447  -1.386  -0.983
H  -1.994  1.173  2.142
H  -0.361  1.495  1.563
H  -1.722  1.833  0.530

=====

Entry from the OMol25 dataset: a single C10H24O2Si molecule at a distorted geometry (ωB97M-V with the def2-TZVPD basis set).

Values from the calculation:
- Gap between HOMO and LUMO: 10.5 eV
- Energy above the lowest of the compared OMol25 structures with the same formula, charge and spin: 115.5 kJ/mol
- SMILES string: CO[Si](CC(C)C)(CC(C)C)OC
- Total charge: 0
- Calculated total energy: -835.461323 a.u.
- HOMO energy: -9.6 eV

Geometry (Å):
C  1.774  -0.289  -2.142
O  0.707  -0.486  -1.295
Si  0.619  0.515  0.034
C  -1.181  0.805  0.498
C  -2.176  1.360  -0.523
C  -3.560  1.578  0.054
C  -2.310  0.444  -1.757
C  1.387  -0.386  1.506
C  1.040  -1.874  1.534
C  1.698  -2.673  0.401
C  1.407  -2.524  2.862
O  1.361  1.998  -0.114
C  0.810  2.839  -1.059
H  2.697  -0.166  -1.560
H  1.904  -1.146  -2.778
H  1.526  0.600  -2.721
H  -1.132  1.452  1.383
H  -1.545  -0.157  0.842
H  -1.786  2.339  -0.855
H  -3.585  2.161  0.954
H  -4.225  2.055  -0.680
H  -4.036  0.598  0.223
H  -1.305  0.209  -2.144
H  -2.849  0.888  -2.576
H  -2.887  -0.461  -1.515
H  2.471  -0.287  1.530
H  1.102  0.101  2.446
H  -0.048  -1.961  1.329
H  1.395  -2.330  -0.614
H  2.811  -2.614  0.489
H  1.434  -3.736  0.439
H  0.933  -1.992  3.717
H  1.090  -3.566  2.951
H  2.481  -2.482  3.087
H  1.599  3.154  -1.752
H  0.333  3.698  -0.551
H  0.048  2.335  -1.644

=====

Entry from the OMol25 dataset: a molecular structure, C25H28CoN3O2S5 at a distorted geometry (ωB97M-V with the def2-TZVPD basis set).

Values from the calculation:
- Gap between HOMO and LUMO: 6.5 eV
- Total charge: 0
- Calculated total energy: -4657.914225 a.u.
- HOMO energy: -7.0 eV

Geometry (Å):
Co  -0.043  -0.094  -0.064
C  -1.327  -1.017  2.411
N  -0.098  -0.234  2.120
C  -0.286  1.105  2.729
C  0.745  2.193  2.405
C  0.964  2.404  0.894
N  -0.162  1.810  0.203
C  -1.002  2.552  -0.424
C  -2.245  2.102  -0.946
C  -3.114  3.011  -1.581
C  -4.362  2.625  -1.987
C  -4.771  1.299  -1.744
C  -3.943  0.393  -1.133
C  -2.644  0.766  -0.720
O  -1.902  -0.110  -0.112
C  1.021  -0.960  2.763
C  2.403  -0.626  2.234
C  2.629  -1.151  0.838
N  1.935  -0.370  -0.179
C  2.647  -0.007  -1.182
C  2.188  0.665  -2.358
C  3.127  1.177  -3.273
C  2.724  1.829  -4.410
C  1.347  1.934  -4.672
C  0.414  1.398  -3.819
C  0.812  0.742  -2.632
O  -0.100  0.211  -1.876
H  -1.438  -1.137  3.495
H  -1.256  -1.991  1.933
H  -2.194  -0.511  2.007
H  -0.323  0.996  3.819
H  -1.265  1.446  2.398
H  1.699  2.000  2.891
H  0.349  3.107  2.853
H  1.874  1.907  0.565
H  1.061  3.468  0.663
H  -0.775  3.615  -0.525
H  -2.778  4.031  -1.736
H  -5.027  3.323  -2.476
H  -5.763  0.986  -2.045
H  -4.250  -0.629  -0.949
H  0.845  -2.026  2.614
H  0.989  -0.769  3.843
H  3.129  -1.099  2.898
H  2.604  0.444  2.255
H  2.267  -2.172  0.766
H  3.700  -1.171  0.624
H  3.715  -0.229  -1.152
H  4.182  1.055  -3.055
H  3.449  2.240  -5.098
H  1.014  2.441  -5.569
H  -0.648  1.450  -4.026
C  -1.407  -4.741  -2.875
S  -2.162  -5.208  -1.300
C  -0.809  -5.079  -0.190
C  -0.061  -3.986  0.074
S  -0.277  -2.424  -0.662
S  1.223  -4.270  1.237
C  0.918  -5.936  1.597
S  1.814  -6.821  2.652
S  -0.415  -6.540  0.700
H  -2.187  -4.880  -3.623
H  -0.568  -5.396  -3.097
H  -1.091  -3.702  -2.854

=====

Entry from the OMol25 dataset: a single C4H8N2O molecule (ωB97M-V with the def2-TZVPD basis set).

Values from the calculation:
- Gap between HOMO and LUMO: 9.1 eV
- Energy above the lowest of the compared OMol25 structures with the same formula, charge and spin: 407.7 kJ/mol
- SMILES string: C[C@H]1NC/C1=[NH+]\[O-]
- Total charge: 0
- Calculated total energy: -341.848366 a.u.
- HOMO energy: -8.4 eV

Geometry (Å):
C  -1.753  -0.756  -0.220
C  -0.575  0.136  -0.570
N  -0.507  1.390  0.230
C  0.925  1.178  0.564
C  0.803  -0.187  -0.018
N  1.599  -1.193  0.148
O  2.705  -1.147  0.771
H  -2.693  -0.271  -0.505
H  -1.776  -0.936  0.858
H  -1.691  -1.714  -0.749
H  -0.557  0.329  -1.656
H  -0.677  2.230  -0.313
H  1.153  1.216  1.635
H  1.633  1.826  0.028
H  1.365  -2.118  -0.233

=====

Entry from the OMol25 dataset: a single C23H19ClN4O4S molecule at a distorted geometry (ωB97M-V with the def2-TZVPD basis set).

Values from the calculation:
- Gap between HOMO and LUMO: 9.3 eV
- Energy above the lowest of the compared OMol25 structures with the same formula, charge and spin: 86.7 kJ/mol
- SMILES string: Cc1ccccc1-n1nc2c(c1NC(=O)c1c(-c3ccccc3Cl)noc1C)CS(=O)(=O)C2
- Total charge: 0
- Calculated total energy: -2266.196721 a.u.
- HOMO energy: -9.1 eV

Geometry (Å):
C  3.338  1.091  0.754
C  2.265  1.735  1.566
C  2.379  1.885  2.941
C  1.359  2.435  3.696
C  0.191  2.857  3.083
C  0.056  2.726  1.714
C  1.082  2.166  0.964
N  0.892  2.032  -0.429
N  1.722  2.583  -1.319
C  1.195  2.348  -2.505
C  -0.006  1.612  -2.393
C  -0.162  1.425  -1.033
N  -1.127  0.722  -0.313
C  -0.772  -0.319  0.518
O  0.373  -0.582  0.800
C  -1.933  -1.047  1.063
C  -2.070  -2.467  1.165
C  -1.148  -3.481  0.667
C  -0.794  -4.549  1.486
C  0.108  -5.502  1.055
C  0.671  -5.403  -0.207
C  0.315  -4.362  -1.046
C  -0.591  -3.412  -0.609
Cl  -1.066  -2.169  -1.710
N  -3.177  -2.765  1.793
O  -3.785  -1.604  2.126
C  -3.053  -0.568  1.694
C  -3.526  0.809  1.974
C  -0.682  1.186  -3.628
S  0.666  1.485  -4.863
O  0.138  2.152  -6.022
O  1.394  0.269  -5.076
C  1.688  2.653  -3.856
H  3.623  1.731  -0.078
H  2.957  0.155  0.346
H  4.211  0.879  1.365
H  3.284  1.553  3.429
H  1.473  2.534  4.765
H  -0.607  3.290  3.667
H  -0.840  3.068  1.214
H  -2.057  0.715  -0.705
H  -1.239  -4.610  2.467
H  0.375  -6.322  1.704
H  1.382  -6.140  -0.547
H  0.735  -4.284  -2.037
H  -2.682  1.492  1.998
H  -4.229  1.134  1.207
H  -4.043  0.828  2.931
H  -1.521  1.811  -3.925
H  -0.953  0.133  -3.650
H  1.450  3.657  -4.198
H  2.741  2.434  -3.999